# 1
{"formula": "C18H20Cl2N3O3ReSi", "method": "ωB97M-V/def2-TZVPD", "elements": ["Re", "Cl", "C", "C", "C", "Cl", "C", "C", "C", "C", "N", "C", "C", "O", "H", "H", "H", "H", "O", "N", "O", "C", "C", "C", "C", "N", "C", "C", "H", "H", "H", "H", "H", "H", "H", "C", "Si", "C", "C", "H", "H", "H", "H", "H", "H", "H", "H", "H"], "positions_angstrom": [[0.2863, -0.1591, 0.5787], [0.0604, 3.3148, -2.8732], [1.4179, 2.8826, -1.9090], [2.5892, 3.6775, -1.9641], [3.6845, 3.3550, -1.2233], [5.0971, 4.3423, -1.3056], [3.6716, 2.2189, -0.3650], [4.7322, 1.8040, 0.4699], [4.5722, 0.7068, 1.2710], [3.3530, 0.0150, 1.2640], [2.3451, 0.3793, 0.4951], [2.4965, 1.4634, -0.3328], [1.3646, 1.7787, -1.1160], [0.2734, 0.9670, -0.9657], [2.6019, 4.5466, -2.6066], [5.6569, 2.3646, 0.4728], [5.3667, 0.3654, 1.9184], [3.1888, -0.8460, 1.8988], [-0.2590, -1.5489, 4.2605], [-0.6985, -1.2801, 3.2377], [0.3725, -0.7626, 2.3622], [-5.8784, 1.3743, -0.0713], [-4.4841, 0.8859, 0.1816], [-4.0256, -0.3135, -0.3534], [-2.7242, -0.7109, -0.1457], [-1.8459, 0.0149, 0.5682], [-2.2937, 1.1655, 1.1073], [-3.5797, 1.6229, 0.9432], [-6.5792, 0.5457, -0.1609], [-5.9018, 1.9308, -1.0110], [-6.2146, 2.0426, 0.7191], [-4.6818, -0.9452, -0.9378], [-2.3562, -1.6387, -0.5569], [-1.5833, 1.7283, 1.7019], [-3.8765, 2.5532, 1.4084], [-0.1715, -2.3237, -2.1145], [0.2923, -2.4673, -0.3059], [1.9847, -3.2021, -0.0900], [-0.9291, -3.5178, 0.6480], [-0.8968, -3.0981, -2.3786], [0.7102, -2.4676, -2.7441], [-0.5995, -1.3541, -2.3732], [1.9953, -4.1983, -0.5452], [2.2252, -3.3229, 0.9691], [2.7704, -2.6107, -0.5640], [-1.5164, -4.1320, -0.0405], [-1.6244, -2.9493, 1.2665], [-0.3885, -4.1968, 1.3119]], "forces_ev_per_angstrom": [[-0.5, -0.5, 0.4], [0.0, 0.0, 0.1], [-0.1, 0.2, -0.4], [-0.1, 0.0, -0.1], [0.1, 0.0, 0.1], [0.0, 0.0, 0.0], [0.2, 0.0, 0.0], [0.0, 0.1, -0.1], [0.0, 0.0, 0.0], [0.0, 0.0, -0.1], [0.0, 0.0, 0.0], [0.0, -0.2, 0.1], [-0.2, -0.3, 0.2], [0.4, 0.6, 0.1], [0.0, 0.0, 0.0], [0.0, 0.0, 0.0], [0.0, 0.0, 0.0], [0.0, 0.0, 0.0], [-0.1, -0.1, 0.0], [-0.2, 0.0, 0.2], [0.6, 0.5, -0.3], [0.1, 0.0, 0.0], [-0.1, 0.1, 0.0], [0.0, 0.0, 0.0], [0.1, 0.0, 0.1], [-0.2, 0.0, -0.2], [0.0, -0.1, 0.1], [-0.1, 0.0, 0.0], [0.0, 0.0, 0.0], [0.0, 0.0, 0.0], [0.0, 0.0, 0.0], [0.0, 0.0, 0.0], [0.0, 0.0, 0.0], [0.0, 0.0, 0.0], [0.0, 0.0, 0.0], [0.0, 0.0, -0.2], [0.1, 0.2, 0.0], [0.2, -0.2, 0.0], [-0.1, -0.1, 0.1], [0.0, 0.0, 0.0], [0.0, 0.0, 0.0], [0.0, 0.0, 0.0], [0.1, 0.0, 0.0], [0.0, 0.0, 0.0], [0.0, 0.0, 0.0], [0.0, 0.0, 0.0], [0.0, 0.0, 0.0], [0.0, 0.0, 0.0]], "homo_energy_ev": [-11.31, -11.15], "multiplicity": 2, "lumo_ev": [-4.2, -3.9], "charge": 1, "de_lowest_ev": 0.0000, "s_squared": 0.773}

# 2
{"formula": "C18H20Cl2N4O2SY", "method": "ωB97M-V/def2-TZVPD", "elements": ["Y", "O", "N", "C", "C", "C", "C", "C", "S", "H", "H", "H", "H", "Cl", "C", "C", "C", "Cl", "C", "C", "C", "C", "N", "C", "C", "O", "H", "H", "H", "H", "C", "C", "C", "C", "N", "N", "H", "H", "H", "H", "H", "H", "H", "H", "H", "H", "H", "H"], "positions_angstrom": [[-0.9312, -0.6373, -0.1332], [0.3205, -0.9217, 1.6504], [1.3941, -1.7083, 1.6003], [2.3983, -1.4022, 2.4525], [3.5432, -2.1458, 2.4791], [3.6503, -3.2261, 1.5986], [2.6218, -3.5106, 0.7387], [1.4436, -2.7396, 0.7164], [0.1390, -3.1068, -0.3556], [2.1850, -0.5431, 3.0683], [4.3298, -1.8864, 3.1709], [4.5413, -3.8391, 1.5889], [2.6809, -4.3371, 0.0461], [-3.6626, 2.8790, -2.6376], [-4.2888, 1.7607, -1.4639], [-5.6549, 1.7314, -1.2002], [-6.1331, 0.8420, -0.2655], [-7.8560, 0.8355, 0.0442], [-5.3075, -0.0546, 0.4408], [-5.7595, -0.9855, 1.4149], [-4.7995, -1.7891, 2.0388], [-3.4742, -1.7141, 1.7122], [-2.9837, -0.8520, 0.7439], [-3.9271, -0.0051, 0.1436], [-3.4174, 0.9152, -0.7941], [-2.0938, 0.9013, -1.0278], [-6.3292, 2.3964, -1.7189], [-6.8046, -1.0520, 1.6703], [-5.1069, -2.4919, 2.8030], [-2.7323, -2.3403, 2.1923], [3.5338, 2.6562, 0.0029], [3.0339, 1.7341, -1.1028], [2.7372, 2.5450, -2.3641], [4.0669, 0.6502, -1.3873], [1.8217, 1.0873, -0.5416], [1.0877, 0.2612, -1.4523], [4.4471, 3.1630, -0.3086], [3.7411, 2.0893, 0.9107], [2.7931, 3.4245, 0.2370], [3.6347, 3.0694, -2.6943], [1.9629, 3.2933, -2.1808], [2.4214, 1.9177, -3.2005], [5.0072, 1.1019, -1.7054], [3.7499, -0.0162, -2.1929], [4.2528, 0.0540, -0.4927], [1.1792, 1.8201, -0.2532], [1.6505, -0.5585, -1.6573], [0.8933, 0.7349, -2.3342]], "forces_ev_per_angstrom": [[-0.3, 0.2, 0.1], [0.1, 0.0, 0.2], [-0.2, 0.2, -0.1], [0.0, -0.1, -0.1], [-0.1, 0.0, 0.0], [0.1, 0.0, 0.0], [-0.1, 0.0, 0.0], [0.2, -0.2, 0.0], [0.2, -0.2, 0.0], [0.0, 0.0, 0.0], [0.0, 0.0, 0.0], [0.0, 0.0, 0.0], [0.0, 0.0, 0.0], [0.0, 0.0, 0.0], [-0.1, 0.0, 0.1], [0.1, -0.1, 0.0], [-0.2, 0.0, 0.0], [0.1, 0.0, 0.0], [0.1, 0.1, -0.1], [0.1, -0.1, 0.0], [-0.1, -0.1, 0.1], [0.2, 0.1, -0.2], [-0.4, 0.0, 0.0], [-0.1, 0.1, 0.0], [0.3, -0.1, -0.2], [0.1, 0.0, 0.0], [0.0, 0.0, 0.0], [0.0, 0.0, 0.0], [0.0, 0.0, 0.0], [0.0, 0.0, 0.0], [0.0, 0.0, 0.0], [0.0, 0.0, 0.1], [0.0, 0.0, -0.1], [0.0, 0.0, 0.0], [0.0, 0.1, -0.1], [-0.1, 0.0, 0.0], [0.0, 0.0, 0.0], [0.0, 0.0, 0.0], [0.0, 0.0, 0.0], [0.0, 0.0, 0.0], [0.0, 0.0, 0.0], [0.0, 0.0, 0.0], [0.0, 0.0, 0.0], [0.0, 0.0, 0.0], [0.0, 0.0, 0.0], [0.0, 0.0, 0.0], [0.0, 0.0, 0.0], [0.0, 0.0, 0.0]], "homo_energy_ev": [-4.68, -6.86], "multiplicity": 2, "lumo_ev": [-0.4, -0.3], "charge": 0, "de_lowest_ev": 0.6816, "s_squared": 0.773}

# 3
{"formula": "C18H20ClCsN4O5S2", "method": "ωB97M-V/def2-TZVPD", "elements": ["Cs", "O", "C", "O", "C", "C", "Cl", "N", "N", "C", "C", "O", "O", "C", "C", "C", "C", "C", "C", "H", "H", "H", "H", "H", "H", "S", "C", "N", "C", "C", "S", "H", "H", "H", "H", "H", "C", "N", "C", "C", "C", "O", "H", "H", "H", "H", "H", "H", "H", "H", "H"], "positions_angstrom": [[0.8207, 0.0240, 0.9211], [-4.6413, 1.0109, -0.8088], [-4.2081, 0.9828, -2.0694], [-4.9482, 1.0896, -3.0093], [-2.7373, 0.8003, -2.2471], [-2.1033, 0.4563, -3.4139], [-2.6625, 0.2739, -5.0204], [-0.7780, 0.3255, -3.1654], [-0.5007, 0.5954, -1.8616], [-1.6635, 0.9046, -1.3303], [-1.6800, 1.2828, 0.1373], [-2.6493, 0.8458, 0.8059], [-0.6967, 1.9111, 0.5709], [0.3416, -0.0742, -3.9913], [1.5492, 0.5621, -3.7511], [2.6522, 0.1920, -4.5013], [2.5515, -0.7976, -5.4724], [1.3358, -1.4271, -5.6832], [0.2159, -1.0704, -4.9373], [-3.8926, 0.8623, -0.1617], [1.6147, 1.3345, -2.9978], [3.6039, 0.6810, -4.3370], [3.4205, -1.0775, -6.0521], [1.2585, -2.2095, -6.4267], [-0.7160, -1.5942, -5.0914], [2.6155, 2.7849, 1.0707], [1.3001, 3.7070, 1.5960], [0.5099, 4.4321, 0.8313], [-0.6107, 5.1231, 1.4618], [-0.8399, 4.3986, 2.7918], [0.7738, 3.7300, 3.2585], [0.6306, 4.3507, -0.1656], [-1.4833, 5.0373, 0.8154], [-0.3851, 6.1793, 1.6119], [-1.5490, 3.5817, 2.6743], [-1.1997, 5.0966, 3.5454], [2.7077, -4.1426, 2.9792], [1.3968, -3.8502, 3.5537], [0.8830, -4.6519, 4.6606], [0.7080, -2.8346, 3.0188], [-0.6347, -2.4411, 3.5742], [1.1711, -2.1573, 2.0941], [3.1127, -5.0045, 3.5039], [3.3917, -3.3041, 3.0929], [2.6256, -4.3768, 1.9195], [1.6245, -5.4133, 4.8875], [-0.0503, -5.1555, 4.4129], [0.7318, -4.0574, 5.5618], [-1.1706, -3.2295, 4.1001], [-1.2576, -2.0679, 2.7646], [-0.4888, -1.6190, 4.2789]], "forces_ev_per_angstrom": [[1.7, -0.3, -0.5], [0.0, 0.0, -0.6], [0.1, 0.1, 0.6], [-0.2, 0.0, -0.2], [-0.1, 0.0, 0.1], [0.5, -0.2, -0.9], [-0.3, 0.1, 0.3], [0.8, -0.4, 0.2], [-0.4, 0.3, -0.7], [-0.1, 0.1, 0.7], [-0.7, 0.2, 0.0], [0.1, 0.1, 0.0], [-1.5, 1.4, -0.4], [-0.9, 0.4, 0.5], [0.2, 0.0, -0.2], [0.2, 0.0, 0.0], [-0.1, 0.1, 0.1], [0.0, 0.0, 0.0], [0.3, -0.3, -0.3], [0.0, 0.0, 0.2], [0.0, 0.0, 0.0], [0.0, 0.0, 0.0], [0.0, 0.0, 0.0], [-0.1, 0.0, 0.0], [0.0, 0.1, 0.1], [-0.3, 1.0, 0.3], [0.8, -0.9, -0.2], [0.0, 0.3, 0.0], [0.0, -0.4, -0.2], [-0.3, 0.3, -0.1], [0.1, 0.0, 0.1], [-0.1, 0.1, 0.0], [0.0, 0.0, 0.0], [0.1, 0.0, 0.0], [0.1, -0.1, 0.0], [0.0, -0.1, 0.1], [-0.1, -0.2, 0.2], [-0.1, -0.1, 0.1], [0.2, 0.0, 0.0], [-0.1, 0.4, -0.2], [-0.2, -0.2, 0.3], [0.4, -1.9, 1.0], [0.1, 0.0, -0.1], [0.0, 0.1, 0.0], [0.0, 0.0, 0.0], [-0.1, 0.0, 0.0], [0.0, 0.0, -0.1], [0.0, 0.1, 0.0], [0.1, 0.0, -0.1], [0.0, 0.0, 0.0], [0.0, 0.0, 0.0]], "homo_energy_ev": -8.35, "lumo_ev": -0.1, "charge": 0, "de_lowest_ev": 1.2352}

# 4
{"formula": "C18H20CoI2N3O3S3", "method": "ωB97M-V/def2-TZVPD", "elements": ["Co", "I", "C", "I", "H", "H", "N", "C", "C", "C", "C", "C", "C", "S", "O", "O", "N", "C", "S", "C", "C", "N", "H", "H", "H", "H", "H", "H", "H", "H", "C", "C", "C", "C", "C", "C", "C", "S", "C", "O", "H", "H", "H", "H", "H", "H", "H", "H", "H", "H"], "positions_angstrom": [[-0.0855, 0.5130, -0.4557], [-1.0282, -2.0208, -0.9762], [0.8816, -2.4281, -1.7958], [2.0255, -0.6537, -1.8037], [0.7366, -2.7396, -2.8227], [1.3887, -3.1834, -1.2088], [-1.8827, 1.3590, -8.0440], [-2.1241, 1.3708, -6.7026], [-2.5436, 2.5417, -6.0602], [-2.7730, 2.5521, -4.6997], [-2.5864, 1.3949, -3.9528], [-2.1746, 0.2206, -4.5820], [-1.9441, 0.2056, -5.9376], [-2.8357, 1.4032, -2.2331], [-3.5234, 2.6244, -1.8953], [-3.3677, 0.1327, -1.8259], [-1.3440, 1.4790, -1.5787], [-0.7747, 2.6598, -1.2070], [-1.2246, 4.3044, -1.3248], [0.1780, 4.7071, -0.3745], [0.8672, 3.6021, -0.0218], [0.3382, 2.4393, -0.5288], [-2.1484, 2.1426, -8.6112], [-1.7261, 0.4913, -8.5218], [-2.6978, 3.4420, -6.6406], [-3.1144, 3.4560, -4.2144], [-2.0587, -0.6874, -4.0038], [-1.6363, -0.7107, -6.4248], [0.4230, 5.7314, -0.1553], [1.7826, 3.5800, 0.5477], [-4.9706, 3.4377, 1.1078], [-3.8489, 2.5217, 1.4783], [-2.6215, 3.0351, 1.9050], [-1.5688, 2.2005, 2.2226], [-1.7468, 0.8200, 2.1264], [-2.9629, 0.2873, 1.7033], [-4.0022, 1.1411, 1.3798], [-0.4537, -0.3299, 2.4143], [0.3659, 0.3316, 3.8427], [0.5814, -0.1120, 1.2954], [-4.7392, 4.4727, 1.3531], [-5.8932, 3.1614, 1.6195], [-5.1490, 3.3715, 0.0347], [-2.4975, 4.1070, 1.9894], [-0.6242, 2.6194, 2.5423], [-3.0915, -0.7862, 1.6349], [-4.9445, 0.7322, 1.0396], [0.6637, 1.3642, 3.6805], [1.2411, -0.2952, 3.9984], [-0.3137, 0.2489, 4.6895]], "forces_ev_per_angstrom": [[-0.6, -0.4, 0.2], [-0.2, 0.1, 0.0], [0.1, -0.1, -0.1], [0.3, 0.1, -0.1], [0.0, -0.1, 0.0], [0.0, 0.0, 0.0], [0.1, 0.0, -0.1], [0.0, -0.1, 0.0], [0.0, 0.0, 0.0], [0.0, 0.0, 0.0], [0.1, -0.1, -0.2], [0.0, 0.0, 0.0], [0.0, 0.0, 0.0], [-0.3, 0.0, 0.0], [0.0, -0.1, 0.0], [0.0, -0.1, 0.0], [0.2, 0.5, -0.1], [-0.1, -0.4, -0.1], [0.1, 0.1, 0.1], [0.0, 0.0, 0.0], [0.0, 0.1, -0.1], [0.0, 0.1, 0.2], [0.0, 0.0, 0.0], [0.0, 0.0, 0.0], [0.0, 0.0, 0.0], [0.0, 0.0, 0.0], [0.0, 0.0, 0.0], [0.0, 0.0, 0.0], [0.0, 0.0, 0.0], [0.0, 0.0, 0.0], [-0.1, 0.1, 0.0], [0.1, 0.0, 0.0], [0.0, 0.0, 0.0], [0.0, -0.1, 0.0], [-0.1, 0.2, 0.0], [0.0, 0.1, 0.0], [0.0, 0.0, 0.0], [0.1, -0.3, -0.1], [0.0, 0.0, 0.1], [0.3, 0.2, 0.0], [0.0, 0.0, 0.0], [0.0, 0.0, 0.0], [0.0, 0.0, -0.1], [0.0, 0.0, 0.0], [0.0, 0.0, 0.0], [0.0, 0.0, 0.0], [0.0, 0.0, 0.0], [0.0, 0.0, 0.0], [0.0, 0.0, 0.0], [0.0, 0.0, 0.0]], "homo_energy_ev": [-10.38, -10.37], "multiplicity": 2, "lumo_ev": [-3.6, -3.3], "charge": 1, "s_squared": 1.095}

# 5
{"formula": "C18H20CsF9N5O4STe", "method": "ωB97M-V/def2-TZVPD", "elements": ["Cs", "C", "Te", "C", "H", "H", "H", "H", "H", "H", "O", "C", "N", "S", "O", "O", "C", "C", "C", "C", "C", "C", "H", "H", "H", "H", "F", "C", "F", "F", "C", "O", "C", "F", "F", "F", "C", "F", "F", "F", "C", "C", "C", "C", "N", "C", "N", "N", "N", "H", "H", "H", "H", "H", "H", "H", "H", "H", "H"], "positions_angstrom": [[-0.0471, 0.6808, 1.8303], [4.9121, 0.8915, 3.1641], [3.4340, 2.1135, 2.2202], [3.3592, 0.9159, 0.4619], [4.5597, -0.1303, 3.2815], [5.0784, 1.3263, 4.1491], [5.8471, 0.9016, 2.6094], [4.3106, 0.9815, -0.0602], [2.5669, 1.3123, -0.1667], [3.1495, -0.1219, 0.7135], [-3.0204, -0.6549, 5.1296], [-2.5235, -1.4883, 4.3870], [-1.9946, -1.2521, 3.1581], [-1.4423, -2.5878, 2.4666], [-0.0064, -2.5486, 2.2682], [-2.2117, -2.9752, 1.3012], [-1.8268, -3.6959, 3.7984], [-1.6253, -5.0575, 3.9108], [-2.0594, -5.6648, 5.0814], [-2.6717, -4.9190, 6.0868], [-2.8640, -3.5514, 5.9483], [-2.4284, -2.9470, 4.7804], [-1.1497, -5.6175, 3.1166], [-1.9260, -6.7302, 5.2236], [-3.0012, -5.4219, 6.9879], [-3.3381, -2.9587, 6.7196], [-1.8060, 4.3421, 0.1335], [-0.5696, 4.8731, 0.0616], [-0.6750, 5.9962, -0.6847], [-0.2355, 5.2539, 1.2944], [0.4508, 3.8225, -0.5002], [0.7294, 2.9034, 0.4029], [-0.1864, 3.1629, -1.7689], [0.7363, 2.4850, -2.4737], [-1.1270, 2.2713, -1.4113], [-0.7832, 4.0180, -2.6279], [1.7428, 4.5938, -0.9440], [2.7548, 3.7440, -1.1471], [2.1384, 5.4564, 0.0059], [1.5966, 5.3097, -2.0834], [-1.8409, 0.5643, -4.6755], [-0.8354, -0.4575, -5.1912], [0.5096, 0.1952, -5.4984], [-0.6762, -1.6430, -4.2341], [0.0102, -1.3105, -2.9970], [-0.4306, -0.7645, -1.8525], [0.5810, -0.6631, -1.0243], [1.6502, -1.1444, -1.6875], [1.3280, -1.5273, -2.8611], [-1.9917, 1.3562, -5.4098], [-1.4827, 1.0415, -3.7634], [-2.8099, 0.1042, -4.4693], [-1.2332, -0.8913, -6.1157], [0.9147, 0.6860, -4.6132], [0.3914, 0.9572, -6.2697], [1.2434, -0.5348, -5.8432], [-0.0723, -2.4252, -4.6928], [-1.6470, -2.0668, -3.9743], [-1.4557, -0.5093, -1.6520]], "forces_ev_per_angstrom": [[0.0, 0.0, 0.1], [0.0, 0.1, 0.1], [0.0, 0.0, -0.1], [0.1, -0.1, 0.0], [0.0, 0.0, 0.0], [0.1, -0.1, 0.0], [0.0, 0.0, 0.0], [0.0, 0.0, 0.0], [0.0, 0.1, 0.0], [0.0, 0.0, 0.0], [0.0, 0.0, 0.0], [0.0, 0.2, 0.0], [0.0, -0.2, 0.0], [-0.3, -0.4, 0.0], [0.0, 0.2, 0.0], [0.1, 0.2, 0.1], [0.1, -0.1, -0.1], [0.0, 0.0, 0.0], [0.0, -0.1, 0.0], [0.0, 0.0, 0.0], [0.0, 0.1, 0.0], [-0.1, -0.1, 0.1], [0.0, 0.0, 0.0], [0.0, 0.0, 0.0], [0.0, 0.0, 0.0], [0.0, 0.0, 0.0], [0.0, 0.0, 0.0], [0.0, 0.1, -0.1], [0.0, 0.0, 0.0], [0.0, 0.0, 0.0], [0.1, 0.0, 0.2], [0.1, 0.1, -0.1], [-0.1, 0.1, -0.1], [0.0, 0.0, 0.0], [0.0, -0.1, 0.0], [0.1, 0.0, 0.1], [0.0, 0.1, -0.1], [0.0, 0.0, 0.0], [0.0, 0.0, 0.0], [0.0, -0.1, 0.0], [0.0, 0.0, 0.0], [0.0, 0.0, 0.0], [0.0, 0.0, 0.0], [0.0, 0.0, -0.1], [-0.1, 0.2, 0.2], [0.2, -0.3, -0.1], [-0.2, 0.1, 0.0], [0.2, 0.1, 0.1], [-0.1, -0.1, -0.2], [0.0, 0.0, 0.0], [0.0, 0.0, 0.1], [0.0, 0.0, 0.0], [0.0, 0.0, 0.0], [0.0, 0.0, 0.0], [0.0, 0.0, 0.0], [0.0, 0.0, 0.0], [0.0, 0.0, 0.0], [0.0, 0.0, 0.0], [0.0, 0.1, 0.0]], "homo_energy_ev": -5.37, "lumo_ev": 2.2, "charge": -1, "de_lowest_ev": 0.1022}

Values of energy, in order: -64649.4352, -65970.8305, -69931.0062, -115931.2765, -77768.3257, all in eV.